[1]
{
  "formula": "C36H25Cl3F12N3O3SSe2TcTe2",
  "method": "the ωB97M-V functional and the def2-TZVPD basis",
  "homo_energy_ev": [-12.7, -12.7],
  "charge": 2,
  "spin_multiplicity": 1,
  "gap_ev": [4.7202, 4.7157],
  "elements": ["Tc", "C", "C", "C", "C", "C", "N", "C", "C", "C", "C", "C", "C", "C", "C", "O", "C", "F", "F", "F", "C", "F", "F", "F", "C", "C", "C", "O", "C", "F", "F", "F", "C", "F", "F", "F", "H", "H", "H", "H", "H", "H", "H", "H", "H", "H", "H", "H", "Se", "Te", "Te", "Se", "Cl", "C", "C", "C", "C", "C", "C", "N", "C", "C", "N", "C", "O", "C", "C", "C", "Cl", "S", "C", "C", "C", "Cl", "C", "H", "H", "H", "H", "H", "H", "H", "H", "H", "H", "H", "H", "H"],
  "positions_angstrom": [[-1.1787, 0.3923, -0.4810], [-0.0874, -6.1297, -2.1746], [-0.3718, -4.6559, -2.1391], [0.2624, -3.7786, -3.0139], [-0.0378, -2.4336, -2.9894], [-0.9561, -1.9271, -2.0663], [-1.2391, -0.5337, -2.1169], [-1.5304, -0.0028, -3.3776], [-2.0424, -0.8853, -4.3475], [-2.2516, -0.4854, -5.6451], [-1.9238, 0.8074, -6.0381], [-2.0970, 1.2686, -7.4515], [-1.4712, 1.7001, -5.0593], [-1.3226, 1.3543, -3.7303], [-0.9631, 2.4512, -2.7277], [-0.8826, 2.0601, -1.4056], [-2.0621, 3.5598, -2.7416], [-3.2374, 2.9715, -2.4724], [-1.8163, 4.4502, -1.7793], [-2.1751, 4.2137, -3.8898], [0.4541, 3.0222, -3.0435], [0.4848, 3.7650, -4.1443], [1.2968, 1.9915, -3.2003], [0.9061, 3.7634, -2.0310], [-1.5365, -2.7722, -1.1087], [-1.2566, -4.1281, -1.1976], [-2.4865, -2.2190, -0.0481], [-2.0822, -0.9646, 0.4310], [-3.9245, -2.1077, -0.6279], [-4.2854, -3.2354, -1.2226], [-4.8085, -1.8028, 0.3157], [-3.9520, -1.1267, -1.5460], [-2.5015, -3.0961, 1.2493], [-3.0410, -2.4420, 2.2623], [-3.1978, -4.2189, 1.0578], [-1.2481, -3.4159, 1.5869], [0.1189, -6.4658, -3.1895], [-0.9217, -6.7047, -1.7774], [0.7923, -6.3605, -1.5695], [0.9811, -4.1541, -3.7317], [0.4407, -1.7522, -3.6813], [-2.3024, -1.8934, -4.0572], [-2.6589, -1.1866, -6.3618], [-2.1907, 0.4304, -8.1383], [-1.2612, 1.8938, -7.7656], [-3.0026, 1.8748, -7.5355], [-1.2502, 2.7077, -5.3733], [-1.7272, -4.8193, -0.5155], [-3.3756, 1.7334, 0.2930], [-1.4510, 3.0757, 1.2661], [-2.4392, 2.3394, 3.7278], [-3.9894, 0.8052, 2.3584], [1.9403, -3.9592, 6.2083], [2.2476, -2.4914, 5.3546], [3.5330, -1.9646, 5.3231], [3.7560, -0.7755, 4.6533], [2.7244, -0.1018, 4.0008], [3.0124, 1.1993, 3.3039], [3.6270, 1.0225, 1.8993], [2.6709, 0.3719, 0.9826], [2.5159, -0.9843, 0.7662], [1.3871, -1.1454, 0.0453], [0.8301, 0.1110, -0.1579], [1.6484, 1.0007, 0.4192], [3.9425, 1.9682, 4.0373], [3.6372, 3.3566, 4.1734], [2.2379, 3.6706, 4.5967], [1.6061, 3.1718, 5.6950], [2.2357, 2.0564, 6.8252], [0.0528, 3.8363, 5.9278], [0.2047, 4.8067, 4.5250], [1.4096, 4.6154, 3.9183], [1.4607, -0.6717, 4.0343], [0.1137, 0.0898, 3.2039], [1.2020, -1.8537, 4.7100], [4.3398, -2.4774, 5.8277], [4.7462, -0.3369, 4.6586], [2.0704, 1.7408, 3.1793], [4.5357, 0.4250, 1.9263], [3.8592, 2.0098, 1.5019], [3.2221, -1.7052, 1.1407], [0.9302, -2.0472, -0.3204], [1.5231, 2.0705, 0.4038], [3.8282, 3.8685, 3.2227], [4.3582, 3.7316, 4.8978], [-0.5477, 5.5467, 4.2911], [1.7358, 5.1751, 3.0505], [0.2024, -2.2647, 4.7397]],
  "forces_ev_per_angstrom": [[0.033, 0.385, -0.726], [0.006, 0.057, 0.020], [0.027, -0.067, 0.026], [0.047, -0.012, -0.013], [0.047, 0.004, 0.000], [0.126, 0.104, -0.150], [-0.195, 0.170, 0.968], [0.012, 0.076, -0.157], [-0.032, 0.030, 0.083], [-0.009, 0.043, -0.064], [0.024, 0.028, -0.022], [-0.016, 0.023, 0.031], [-0.052, -0.001, -0.070], [-0.081, -0.091, 0.115], [0.274, -0.038, -0.344], [-0.449, -0.230, 0.374], [0.271, -0.066, -0.188], [-0.128, 0.013, 0.024], [-0.051, 0.118, 0.102], [-0.015, -0.054, 0.039], [-0.121, -0.012, -0.109], [0.004, -0.037, -0.038], [0.060, -0.032, 0.054], [0.021, 0.066, 0.088], [-0.093, 0.018, -0.034], [0.014, -0.050, 0.013], [0.262, -0.093, 0.063], [-0.029, 0.080, 0.118], [0.229, -0.095, 0.116], [-0.079, -0.029, -0.017], [-0.121, 0.064, 0.041], [-0.051, 0.120, -0.121], [-0.035, -0.052, -0.314], [-0.080, 0.077, 0.133], [0.044, -0.069, 0.054], [0.068, -0.005, 0.047], [-0.011, 0.010, -0.001], [-0.001, 0.004, -0.005], [-0.006, 0.013, 0.004], [-0.018, 0.002, 0.005], [-0.016, -0.021, 0.003], [0.016, 0.029, -0.017], [0.000, 0.014, 0.000], [0.005, -0.002, 0.009], [-0.002, -0.015, 0.007], [0.005, -0.008, -0.001], [-0.011, 0.075, 0.000], [-0.043, -0.016, 0.019], [0.029, 0.051, -0.347], [0.176, -0.370, 0.303], [-0.167, 0.326, -0.030], [-0.057, -0.054, 0.051], [0.008, 0.029, -0.031], [0.038, -0.023, 0.018], [-0.028, 0.019, -0.009], [-0.018, -0.018, 0.046], [0.162, 0.010, -0.022], [0.179, 0.263, -0.349], [-0.250, -0.137, -0.150], [0.171, 0.033, 0.208], [0.343, 0.081, 0.203], [-0.150, 0.221, 0.060], [0.095, 0.032, -0.024], [-0.251, -0.358, -0.169], [-0.241, -0.211, 0.261], [0.219, -0.048, -0.328], [-0.088, 0.128, -0.145], [0.087, -0.130, 0.189], [-0.007, -0.043, -0.034], [-0.256, 0.053, 0.131], [-0.128, 0.087, -0.086], [0.057, -0.071, -0.051], [-0.048, -0.124, -0.082], [0.265, -0.250, 0.130], [-0.068, 0.033, -0.033], [-0.015, 0.010, 0.013], [-0.016, 0.008, -0.005], [0.002, 0.047, 0.045], [0.007, 0.011, 0.063], [0.071, -0.047, -0.094], [0.011, 0.030, 0.012], [-0.006, -0.009, 0.028], [-0.053, -0.028, 0.034], [0.040, 0.048, 0.021], [0.017, -0.029, 0.032], [-0.003, -0.084, -0.035], [-0.001, -0.009, 0.025], [0.023, -0.009, -0.015]]
}

=====

[2]
{
  "formula": "C36H26BrN7O3S2Zr",
  "method": "the ωB97M-V functional and the def2-TZVPD basis",
  "e_above_lowest_kj_mol": 164.4,
  "homo_energy_ev": -12.8,
  "charge": 2,
  "spin_multiplicity": 1,
  "gap_ev": 5.9019,
  "elements": ["Zr", "Br", "C", "C", "C", "C", "O", "C", "C", "N", "C", "C", "C", "C", "C", "C", "C", "C", "N", "C", "C", "H", "H", "H", "H", "H", "H", "H", "H", "H", "H", "O", "C", "C", "C", "C", "C", "C", "C", "O", "N", "N", "C", "S", "C", "C", "S", "H", "H", "H", "H", "H", "H", "H", "H", "H", "N", "C", "C", "C", "C", "C", "C", "C", "N", "C", "C", "N", "C", "H", "H", "H", "H", "H", "H", "H"],
  "positions_angstrom": [[-0.0208, 0.1251, 0.0190], [4.6846, -0.6660, 5.7903], [3.2753, -0.4498, 4.5386], [1.9494, -0.4108, 4.9935], [0.9294, -0.2373, 4.0949], [1.1655, -0.1096, 2.7099], [0.1428, 0.0934, 1.9231], [2.5219, -0.1735, 2.2401], [2.9225, -0.0335, 0.8826], [2.1265, 0.0591, -0.1492], [2.6131, 0.2722, -1.4506], [3.9394, 0.2305, -1.8474], [4.3188, 0.5526, -3.1566], [3.3978, 0.9682, -4.0808], [2.0291, 1.0084, -3.7387], [1.0266, 1.4621, -4.6238], [-0.2905, 1.4119, -4.2391], [-0.6106, 0.8835, -2.9816], [0.3055, 0.4975, -2.1040], [1.6237, 0.5913, -2.4395], [3.5526, -0.3342, 3.1984], [1.7374, -0.5089, 6.0474], [-0.0958, -0.1818, 4.4305], [4.0031, 0.0192, 0.7415], [4.7175, -0.0472, -1.1545], [5.3628, 0.4987, -3.4220], [3.7001, 1.2574, -5.0759], [1.3105, 1.8472, -5.5931], [-1.0766, 1.7559, -4.8936], [-1.6503, 0.7702, -2.6797], [4.5788, -0.3803, 2.8662], [-4.3856, -0.5570, 0.1538], [-4.7442, 0.7410, 0.0893], [-6.1053, 1.0366, 0.1201], [-6.5453, 2.3397, 0.0585], [-5.6294, 3.3868, -0.0276], [-4.2818, 3.1192, -0.0514], [-3.8089, 1.7949, 0.0004], [-2.3789, 1.5304, -0.0314], [-1.9387, 0.2825, -0.1813], [-1.5535, 2.5374, 0.0530], [-0.2019, 2.2401, 0.0283], [0.5501, 3.3035, 0.0260], [2.2885, 3.1702, -0.0344], [2.5623, 4.9090, 0.4782], [1.4736, 5.7438, -0.1504], [-0.1349, 4.8912, 0.0707], [-3.4176, -0.6152, 0.0485], [-6.7918, 0.2095, 0.1861], [-7.6042, 2.5446, 0.0721], [-5.9819, 4.4042, -0.0802], [-3.5571, 3.9151, -0.1223], [3.5475, 5.2118, 0.1286], [2.5382, 4.9344, 1.5685], [1.6360, 5.8799, -1.2207], [1.3916, 6.7143, 0.3338], [-3.6631, -9.6092, 3.0679], [-3.1470, -8.6873, 2.6305], [-2.5031, -7.5442, 2.0923], [-2.9345, -6.2664, 2.4452], [-2.3071, -5.1533, 1.9237], [-1.2377, -5.3017, 1.0416], [-0.8076, -6.5803, 0.6903], [-1.4349, -7.6936, 1.2102], [-0.5998, -4.1632, 0.4873], [0.4492, -4.1781, -0.3905], [0.7299, -2.8817, -0.7056], [-0.1406, -2.0625, -0.0320], [-0.9194, -2.8694, 0.6820], [-3.7625, -6.1507, 3.1259], [-2.6660, -4.1788, 2.2106], [0.0123, -6.7293, 0.0087], [-1.1000, -8.6799, 0.9322], [0.9209, -5.0725, -0.7347], [1.4894, -2.4968, -1.3692], [-1.7027, -2.5165, 1.3347]],
  "forces_ev_per_angstrom": [[-0.061, -1.617, 0.258], [-0.257, 0.036, -0.256], [0.257, -0.070, 0.134], [0.460, -0.014, -0.178], [-0.236, 0.075, -0.784], [1.378, -0.199, 1.821], [0.324, -0.008, 0.836], [-0.652, 0.036, 0.497], [0.065, -0.041, 0.135], [1.149, -0.119, 0.289], [0.752, 0.113, -1.318], [-0.678, -0.036, 0.365], [-0.097, 0.169, -0.349], [0.087, -0.047, 0.219], [-0.111, -0.167, 0.474], [-0.204, -0.143, 0.280], [0.183, -0.077, 0.019], [-0.245, 0.006, -0.166], [0.437, 0.264, -1.331], [0.929, 0.062, -0.398], [-0.119, -0.041, 0.196], [0.001, 0.009, 0.075], [-0.068, 0.013, 0.020], [-0.119, -0.036, -0.103], [0.064, -0.032, 0.106], [0.091, -0.006, -0.033], [0.040, 0.031, -0.075], [0.000, -0.016, -0.080], [-0.071, -0.037, 0.013], [0.176, 0.067, -0.038], [0.108, 0.025, -0.053], [0.245, -0.324, 0.014], [0.149, 0.528, -0.062], [0.075, -0.175, -0.003], [0.204, -0.155, 0.005], [0.100, 0.153, -0.014], [-0.049, -0.183, -0.007], [-0.337, -0.377, 0.025], [-0.095, 1.908, -0.020], [-1.827, -0.080, -0.365], [-1.202, 0.207, 0.051], [0.119, 1.327, -0.069], [-0.027, 0.066, 0.026], [-0.089, 0.574, 0.058], [0.005, -0.302, 0.080], [-0.329, -0.140, -0.099], [0.337, -0.071, 0.030], [-0.533, 0.009, -0.005], [-0.150, -0.106, 0.014], [-0.102, 0.026, 0.014], [0.002, 0.109, 0.001], [0.004, 0.082, 0.005], [0.026, -0.065, -0.003], [-0.024, 0.073, -0.092], [0.013, 0.035, 0.091], [-0.004, 0.045, -0.012], [-0.259, -0.454, 0.214], [-0.076, -0.129, 0.066], [0.356, 0.602, -0.289], [0.092, -0.150, -0.071], [0.263, 0.087, -0.209], [-0.580, -0.915, 0.476], [0.026, 0.372, -0.022], [-0.180, 0.073, 0.158], [0.054, 0.958, -0.106], [0.554, 0.529, -0.511], [0.184, -0.698, -0.188], [-0.268, -1.243, 0.136], [-0.267, 0.000, 0.138], [-0.074, 0.015, 0.062], [-0.052, 0.107, 0.039], [0.081, -0.016, -0.070], [0.027, -0.092, -0.017], [0.049, -0.176, -0.032], [-0.050, -0.084, 0.032], [0.024, -0.149, -0.043]]
}

=====

[3]
{
  "formula": "C36H26CrO6P",
  "method": "the ωB97M-V functional and the def2-TZVPD basis",
  "homo_energy_ev": [-13.0, -12.9],
  "charge": 2,
  "spin_multiplicity": 4,
  "gap_ev": [6.2844, 3.7548],
  "elements": ["C", "C", "C", "C", "O", "P", "O", "C", "C", "C", "C", "C", "C", "O", "C", "C", "C", "C", "C", "C", "C", "C", "H", "H", "H", "H", "H", "H", "H", "H", "H", "H", "H", "H", "H", "H", "H", "O", "C", "Cr", "C", "O", "C", "O", "C", "C", "C", "C", "C", "C", "C", "C", "C", "C", "C", "C", "C", "C", "C", "H", "H", "H", "H", "H", "H", "H", "H", "H", "H", "H"],
  "positions_angstrom": [[3.1718, -2.6672, -5.5985], [2.3764, -3.4927, -4.7832], [1.5106, -2.9440, -3.8339], [1.3587, -1.5628, -3.6820], [0.4381, -1.0457, -2.7965], [0.5959, 0.3568, -1.8131], [-0.8823, 0.8613, -2.8328], [-1.1730, 2.1978, -2.8900], [-2.4282, 2.6123, -2.4511], [-2.6069, 3.9469, -2.1455], [-1.6039, 4.8843, -2.4644], [-0.4012, 4.4557, -3.0595], [-0.1580, 3.0980, -3.2698], [1.5807, -0.4844, -0.4431], [2.7954, 0.1195, -0.1492], [3.2829, 0.0909, 1.1489], [4.5771, 0.4732, 1.4094], [5.4227, 0.8897, 0.3804], [4.9138, 1.0033, -0.9262], [3.5650, 0.6950, -1.1958], [2.1547, -0.7336, -4.4784], [3.0215, -1.2885, -5.4316], [3.8796, -3.1193, -6.3106], [2.4591, -4.5737, -4.8865], [0.9412, -3.5961, -3.1621], [-3.1922, 1.8627, -2.2566], [-3.5240, 4.2884, -1.6555], [-1.7650, 5.9595, -2.3099], [0.3587, 5.1787, -3.4021], [0.7692, 2.7091, -3.6859], [2.6063, -0.2623, 1.9379], [4.9797, 0.4316, 2.4069], [6.4680, 1.1720, 0.5643], [5.5081, 1.3456, -1.7945], [3.1115, 0.7994, -2.2015], [2.1211, 0.3511, -4.3694], [3.6345, -0.6439, -6.0752], [-3.6928, -2.0169, 7.0380], [-3.5310, -2.2390, 5.9003], [-3.4941, -2.3903, 4.0158], [-3.2494, -0.5012, 4.0154], [-3.2501, 0.6459, 4.1932], [-5.3454, -1.9926, 4.2777], [-6.4034, -1.6725, 4.6105], [-3.3195, -4.5288, 3.7699], [-2.0750, -3.9912, 4.1603], [-1.5144, -2.9558, 3.4144], [-2.0324, -2.7015, 2.1250], [-1.3435, -1.9011, 1.1916], [-0.8953, -0.9112, 0.5388], [-0.5480, 0.2901, -0.1052], [-0.1671, 1.4352, 0.7386], [0.3127, 2.6358, 0.2112], [0.6832, 3.6877, 1.0431], [0.6657, 3.5437, 2.4365], [0.2992, 2.3122, 2.9908], [-0.0284, 1.2550, 2.1513], [-3.4158, -2.9306, 1.9583], [-4.0151, -3.9680, 2.6745], [-3.8007, -5.3156, 4.3730], [-1.5547, -4.3737, 5.0355], [-0.6238, -2.4141, 3.7576], [-1.1000, 0.2137, -1.1052], [0.3799, 2.7654, -0.8894], [1.0316, 4.6240, 0.6274], [1.0303, 4.3265, 3.0998], [0.2896, 2.1244, 4.0565], [-0.1953, 0.2531, 2.6094], [-3.9599, -2.3604, 1.1894], [-5.0045, -4.3171, 2.4025]],
  "forces_ev_per_angstrom": [[-0.730, -0.169, 0.633], [0.317, 0.413, -0.143], [-0.524, -0.235, 0.558], [1.662, -0.239, -0.859], [0.166, 1.564, 2.602], [-1.357, -1.752, -4.655], [1.445, -0.594, 0.684], [0.715, 0.230, 0.247], [0.398, -0.194, 0.468], [0.151, 1.028, -0.253], [0.267, -0.143, -0.227], [-0.038, 0.346, -0.261], [-1.042, -0.048, 0.540], [4.536, 1.087, 0.484], [-2.692, -1.300, -2.038], [-0.078, -0.276, 1.682], [-0.090, -0.155, 0.249], [0.274, 0.314, -0.747], [-1.482, 0.051, -1.448], [1.445, -0.030, -0.084], [0.101, -0.106, -0.162], [0.586, -0.018, -0.293], [-0.488, 0.477, 0.349], [-0.103, 0.245, 0.162], [0.139, 0.185, -0.392], [0.154, 0.138, 0.067], [0.263, -0.132, -0.373], [0.035, -0.604, 0.047], [-0.549, -0.308, 0.374], [-0.136, 0.173, 0.017], [0.445, 0.103, -0.319], [-0.098, -0.061, 0.227], [-0.562, -0.203, 0.051], [-0.152, -0.161, 0.901], [0.636, -0.056, 0.694], [-0.203, -0.148, -0.122], [-0.386, -0.052, 0.452], [0.771, -1.127, -4.433], [-0.489, 1.440, 5.407], [-0.072, 0.352, 0.797], [-0.497, 3.548, 0.687], [0.305, -3.242, -0.744], [-3.330, 1.521, 0.679], [2.769, -1.069, -1.042], [-0.151, -1.238, -0.313], [-0.674, -0.839, 0.578], [1.713, 0.177, -0.512], [-0.742, 1.099, 0.517], [1.904, 4.705, -2.510], [-1.704, -4.224, 2.886], [-1.507, -0.358, -0.220], [0.704, -0.366, 0.720], [-0.366, 0.725, -0.725], [0.131, -0.157, 0.361], [0.069, -0.399, -0.017], [0.040, -0.392, -0.673], [-0.674, -0.553, -0.046], [0.041, 0.233, -2.175], [-0.272, -0.846, 1.035], [0.394, 0.423, -0.432], [-0.278, 0.203, -0.021], [-0.150, -0.702, -0.370], [-1.027, 1.228, 1.261], [-0.164, 0.122, 0.845], [-0.037, -0.078, -0.149], [-0.266, 0.014, -0.292], [0.191, 0.221, 0.003], [-0.102, 0.917, -0.505], [0.418, -0.805, 0.102], [0.028, 0.094, 0.190]]
}